A molecular structure, C30H44IN2O3Ru. Source: OMol25; level of theory: wB97M-V/def2-TZVPD.

As for the multiplicity: 5. The HOMO energy (alpha / beta) comes out at -16.99 / -16.99 eV. Its charge is +3. For the total energy, the calculation gives -51602.049 eV. The value obtained for the frontier orbital gap (alpha / beta) is 5.4 / 5.1 eV. The calculation puts the LUMO energy (alpha / beta) at -11.5 / -11.9 eV.

```
81
Properties=species:S:1:pos:R:3:forces:R:3:lowdin_spin:R:1
Ru -0.68337 2.37931 0.45311 0.2 0.0 -0.1 2.430
C 2.98531 -2.13274 -4.22485 0.0 0.0 0.0 0.011
C 3.29976 -1.81836 -2.74061 0.0 0.0 0.0 0.017
C 4.78473 -1.40041 -2.60787 0.0 0.0 0.0 0.011
C 3.04935 -3.06647 -1.89858 0.0 0.0 0.0 0.000
C 2.45140 -0.65643 -2.32604 0.0 0.0 0.1 0.106
C 1.53217 -0.74238 -1.29227 0.0 0.1 0.0 0.031
C 0.81627 0.39723 -0.94740 0.0 -0.1 0.0 0.018
N -0.14701 0.54266 -0.02608 -0.1 0.0 0.0 -0.069
C -0.79079 -0.46776 0.73500 0.0 -0.1 -0.1 0.070
C -0.87695 -1.79570 0.45597 0.0 0.0 0.0 0.060
C -1.58305 -2.65230 1.35484 0.0 0.0 -0.1 0.196
C -2.16969 -2.09408 2.50110 -0.1 0.0 0.1 -0.021
C -2.17351 -0.74867 2.81520 0.0 0.0 0.0 0.120
C -1.51881 0.09369 1.85371 0.0 0.1 0.0 0.184
O -1.56872 1.38564 1.89811 -0.1 0.0 0.1 0.309
C -2.88167 -0.27299 4.07968 0.0 0.0 0.0 0.012
C -4.38631 -0.55219 3.89858 0.0 0.0 0.0 0.011
C -2.34512 -1.08824 5.27187 0.0 0.0 0.0 0.006
C -2.69357 1.21191 4.40835 0.0 0.0 0.0 0.001
C -1.65755 -4.12472 1.03258 0.0 0.0 0.0 0.028
C -2.42019 -4.92343 2.08916 0.0 0.0 0.0 0.000
C -2.36511 -4.28457 -0.32922 0.0 0.0 0.0 0.022
C -0.21754 -4.67054 0.93187 0.0 0.0 0.0 0.021
C 1.12829 1.71133 -1.61708 0.0 0.0 0.0 0.039
O 0.55234 2.70986 -1.13140 0.0 0.0 0.0 0.162
C 2.02772 1.77838 -2.75257 0.0 0.0 0.0 0.049
C 2.62140 0.60032 -3.05654 0.0 0.0 0.0 -0.062
C 2.27432 3.08324 -3.49486 0.0 0.0 0.0 0.007
C 3.21346 2.85530 -4.67908 0.0 0.0 0.0 0.000
C 2.93171 4.09689 -2.53960 0.0 0.0 0.0 0.006
C 0.93750 3.62810 -4.02766 0.0 0.0 0.0 0.005
H 3.60428 -2.97926 -4.52184 0.0 0.0 0.0 0.002
H 3.22100 -1.30749 -4.89526 0.0 0.0 0.0 0.000
H 1.94034 -2.41249 -4.36276 0.0 0.0 0.0 0.000
H 5.39824 -2.24471 -2.92185 0.0 0.0 0.0 0.002
H 5.04076 -1.16183 -1.57513 0.0 0.0 0.0 0.000
H 5.04727 -0.55455 -3.24204 0.0 0.0 0.0 0.000
H 3.70060 -3.86505 -2.25014 0.0 0.0 0.0 0.000
H 2.02248 -3.42740 -1.99743 0.0 0.0 0.0 0.000
H 3.28068 -2.90583 -0.84333 0.0 0.0 0.0 0.000
H 1.42498 -1.66488 -0.74843 0.0 0.0 0.0 0.001
H -0.46501 -2.21914 -0.44564 0.0 0.0 0.0 0.001
H -2.67595 -2.76805 3.17510 0.0 0.0 0.0 -0.003
H -4.59014 -1.61288 3.75202 0.0 0.0 0.0 0.000
H -4.79852 -0.00004 3.05212 0.0 0.0 0.0 0.000
H -4.91449 -0.23491 4.79773 0.0 0.0 0.0 0.001
H -2.52802 -2.15703 5.17189 0.0 0.0 0.0 0.000
H -2.85677 -0.76044 6.17618 0.0 0.0 0.0 0.000
H -1.27512 -0.93025 5.41474 0.0 0.0 0.0 0.000
H -3.16924 1.86309 3.67602 0.0 0.0 0.0 0.000
H -1.64040 1.48120 4.50886 0.0 0.0 0.0 0.000
H -3.17031 1.40071 5.36967 0.0 0.0 0.0 0.000
H -3.45792 -4.59775 2.17973 0.0 0.0 0.0 0.000
H -1.94259 -4.87022 3.06922 0.0 0.0 0.0 0.000
H -2.43658 -5.97159 1.79505 0.0 0.0 0.0 0.000
H -3.38335 -3.89580 -0.29887 0.0 0.0 0.0 0.000
H -2.41769 -5.34693 -0.56669 0.0 0.0 0.0 0.004
H -1.82823 -3.79658 -1.14479 0.0 0.0 0.0 0.000
H 0.32145 -4.55654 1.87302 0.0 0.0 0.0 0.000
H 0.35803 -4.19228 0.13609 0.0 0.0 0.0 0.000
H -0.26761 -5.73398 0.69859 0.0 0.0 0.0 0.004
H 3.31104 0.57535 -3.88644 0.0 0.0 0.0 -0.003
H 4.20291 2.51681 -4.36479 0.0 0.0 0.0 0.000
H 3.35109 3.80197 -5.19961 0.0 0.0 0.0 0.000
H 2.80421 2.14762 -5.40311 0.0 0.0 0.0 0.000
H 3.87517 3.71495 -2.14627 0.0 0.0 0.0 0.000
H 2.28534 4.37190 -1.70801 0.0 0.0 0.0 0.000
H 3.15231 5.00763 -3.09599 0.0 0.0 0.0 0.001
H 0.45668 2.91476 -4.69914 0.0 0.0 0.0 0.000
H 1.13514 4.53390 -4.60021 0.0 0.0 0.0 0.001
H 0.24227 3.89016 -3.23070 0.0 0.0 0.0 0.000
N -2.74404 5.80889 1.19672 0.1 0.0 0.0 0.021
C -1.76042 5.07993 1.61631 0.0 0.0 0.0 0.020
O -1.24712 4.19904 0.81942 -0.1 0.0 -0.1 0.159
C -1.15207 5.23083 2.97126 0.0 0.0 0.0 0.005
I -2.04397 6.65877 4.25240 0.0 0.0 0.0 0.006
H -3.11484 5.70779 0.26048 0.0 0.0 0.0 0.000
H -3.13080 6.52164 1.81126 0.0 0.0 0.0 0.001
H -0.10567 5.50236 2.82668 0.0 0.0 0.0 0.000
H -1.18614 4.25675 3.46052 0.0 0.0 0.0 0.001
```
Positions in Å, forces in eV/Å.

---

A molecular structure, C30H44N10S3TeY. Source: OMol25; level of theory: wB97M-V/def2-TZVPD.

The energy above the lowest of the compared OMol25 structures with the same formula, charge and spin is 11.3 kcal/mol. The HOMO energy comes out at -2.65 eV. Its charge is -1. For the total energy, the calculation gives -87572.486 eV. The value obtained for the frontier orbital gap is 4.9 eV. The calculation puts the LUMO energy at 2.2 eV.

```
89
Properties=species:S:1:pos:R:3:forces:R:3:mulliken_charge:R:1
Y 0.49307 1.30164 0.17959 -0.2 0.0 0.6 0.338
C -2.93134 0.56390 -0.97990 -0.1 0.0 0.0 -0.517
N -2.51263 1.10570 0.32332 0.1 -0.1 -0.1 1.614
C -2.85734 0.13801 1.37701 -0.1 0.1 0.0 -1.001
C -1.97396 0.24066 2.60148 0.1 0.0 0.0 -1.349
N -0.66534 -0.43116 2.42158 -0.1 -0.2 0.1 1.773
C -0.88604 -1.84703 2.11431 -0.1 0.0 0.0 -1.830
C 0.10419 -0.25351 3.64107 -0.1 0.0 -0.1 -0.392
C 0.17717 -1.26046 4.59995 0.0 0.0 0.0 -0.217
C 0.89381 -1.09152 5.77740 0.0 0.0 0.0 -1.015
C 1.52864 0.11983 6.00823 0.0 -0.1 0.0 -0.642
C 1.44175 1.13055 5.06983 0.0 0.1 0.0 -0.738
C 0.73831 0.98384 3.86624 0.0 0.0 0.1 0.638
S 0.68596 2.31276 2.74346 -0.2 0.0 0.0 -0.361
C -3.16140 2.39973 0.51845 0.1 -0.1 0.0 -0.469
C -4.54426 2.43587 0.70163 0.0 0.0 0.0 -0.423
C -5.23684 3.62580 0.83233 0.0 0.0 0.0 -0.951
C -4.52127 4.81791 0.77170 -0.1 0.0 0.0 -0.589
C -3.15967 4.79137 0.56461 0.1 0.0 0.0 -0.646
C -2.43285 3.59311 0.41277 -0.2 0.0 0.1 0.594
S -0.73455 3.71846 0.03901 0.0 0.1 -0.4 -0.583
H -4.01773 0.39348 -1.01899 0.0 0.0 0.0 0.398
H -2.42618 -0.38018 -1.17411 0.0 0.0 0.0 0.401
H -2.66113 1.26576 -1.76171 0.0 0.0 0.0 -0.375
H -2.79394 -0.85450 0.93621 0.0 0.0 0.0 0.699
H -3.89920 0.24659 1.69706 0.0 0.0 0.0 0.266
H -2.48732 -0.21513 3.46195 0.0 0.0 0.0 0.435
H -1.78000 1.29049 2.83244 0.0 0.0 0.0 0.517
H -1.68349 -2.28678 2.73382 0.0 0.0 0.0 0.435
H 0.02198 -2.41082 2.30220 0.0 0.0 0.0 0.669
H -1.16632 -1.97975 1.07227 0.0 0.0 0.0 0.106
H -0.32913 -2.20194 4.43668 0.0 0.0 0.0 0.352
H 0.94526 -1.89612 6.50070 0.0 0.0 0.0 0.400
H 2.09575 0.27852 6.91851 0.0 0.0 0.0 0.372
H 1.94215 2.07529 5.24538 0.0 0.0 0.0 0.448
H -5.09844 1.50534 0.73143 0.0 0.0 0.0 0.248
H -6.30900 3.62429 0.98324 0.0 0.0 0.0 0.369
H -5.02915 5.76885 0.88419 0.0 0.0 0.0 0.364
H -2.60139 5.71794 0.50631 0.0 0.0 0.0 0.443
C 5.06250 -2.41290 3.96676 0.0 0.0 0.0 -1.583
C 4.11198 -1.73893 3.02323 0.0 0.0 0.0 1.364
C 3.20762 -2.45742 2.25173 0.0 0.0 0.0 -1.349
C 2.31083 -1.77120 1.45093 -0.1 0.0 0.1 -0.731
N 2.25209 -0.44566 1.35016 0.2 0.0 0.0 1.447
C 3.16112 0.24425 2.05533 0.0 0.0 0.0 -0.419
C 4.07909 -0.35797 2.89738 0.0 0.0 0.0 -1.346
H 5.11672 -3.48605 3.78353 0.0 0.0 0.0 0.373
H 4.73251 -2.26195 4.99699 0.0 0.0 0.0 0.283
H 6.06629 -1.99577 3.87903 0.0 0.0 0.0 0.386
H 3.17906 -3.54010 2.28447 0.0 0.0 0.0 0.349
H 1.58631 -2.33870 0.87870 0.0 0.0 0.0 0.690
H 3.13758 1.31775 1.92090 0.0 0.0 0.0 0.350
H 4.76247 0.26992 3.45524 0.0 0.0 0.0 0.409
C 3.43586 -2.96298 -4.25466 0.1 0.1 0.0 -1.378
C 2.36272 -3.95759 -3.84284 0.0 -0.1 0.0 0.875
C 1.09513 -3.80516 -4.67529 0.0 0.1 0.0 -1.496
C 2.06097 -3.90028 -2.34757 0.0 0.0 0.2 -1.381
N 1.26889 -2.75069 -1.90608 -0.2 0.1 -0.1 1.093
C 1.57303 -1.50742 -1.52094 0.1 -0.1 0.0 -1.356
N 0.46360 -0.93391 -1.10470 0.0 0.2 -0.2 0.988
N -0.52389 -1.83021 -1.28227 0.0 -0.1 0.1 -0.151
N -0.05993 -2.92035 -1.74846 0.1 0.0 0.0 -1.010
H 3.67541 -3.08019 -5.31355 0.0 0.0 0.0 0.412
H 4.35816 -3.11665 -3.68815 0.0 0.0 0.0 0.352
H 3.13854 -1.92463 -4.09396 0.0 0.0 0.0 0.324
H 2.75969 -4.96932 -3.99283 -0.1 0.0 0.0 0.276
H 0.69987 -2.78999 -4.59612 0.0 0.0 0.0 0.241
H 0.30978 -4.49494 -4.36073 0.0 0.0 0.0 0.373
H 1.31454 -3.98818 -5.72790 0.0 0.0 0.0 0.461
H 2.97640 -3.91783 -1.75496 0.0 0.1 0.0 0.446
H 1.44633 -4.75043 -2.05244 0.1 -0.1 0.0 0.445
H 2.54970 -1.04571 -1.53293 0.0 0.0 0.0 0.579
S -0.30095 1.66240 -3.46997 -0.1 -0.2 -0.1 -0.236
C -1.78129 2.42021 -3.60227 0.2 0.1 0.2 -0.609
N -2.83983 2.02093 -4.35530 0.0 -0.1 0.0 -0.003
C -3.92595 2.98670 -4.31112 0.0 0.0 0.0 -0.674
C -3.54979 3.81533 -3.06841 0.0 0.1 0.0 0.120
N -2.13372 3.52099 -2.92061 0.0 -0.1 0.0 0.165
H -2.67632 1.38200 -5.11210 0.0 0.0 0.0 0.237
H -4.89089 2.49438 -4.18807 0.0 0.0 0.0 0.347
H -3.95796 3.60171 -5.21613 0.0 0.0 0.0 0.311
H -4.11624 3.50380 -2.18507 0.0 0.0 0.0 -0.132
H -3.71666 4.88073 -3.22580 0.0 0.0 0.0 0.415
H -1.59164 3.74818 -2.07647 0.0 0.1 0.0 0.007
Te 2.80134 2.51824 -0.75985 0.3 -0.1 -0.2 -0.849
N 3.07047 0.37701 -3.71056 0.0 0.1 0.0 -0.659
H 2.09676 0.49680 -3.43788 0.0 0.1 -0.1 0.095
H 3.14564 0.86450 -4.59961 0.0 0.0 0.0 0.217
H 3.52796 0.99052 -3.03042 0.0 -0.1 0.0 0.148
```
Positions in Å, forces in eV/Å.

---

A molecular structure, C30H45BrMgN2P2. Source: OMol25; level of theory: wB97M-V/def2-TZVPD.

The HOMO energy (alpha / beta) comes out at -12.49 / -12.56 eV. Its charge is +2. For the total energy, the calculation gives -128870.850 eV. The value obtained for the frontier orbital gap (alpha / beta) is 5.2 / 4.2 eV. The calculation puts the LUMO energy (alpha / beta) at -7.3 / -8.4 eV.

```
81
Properties=species:S:1:pos:R:3:forces:R:3:mulliken_charge:R:1
N -1.97956 -9.71150 -2.23169 0.0 -0.3 -0.1 -0.568
C -2.06589 -9.48331 -0.91891 0.2 0.8 -0.4 -0.314
C -1.77910 -8.23402 -0.36496 0.2 0.2 -0.5 -0.505
C -1.34825 -7.17975 -1.20238 -0.5 -1.1 -0.7 0.698
C -1.27254 -7.44566 -2.59392 -0.2 -0.5 0.5 -0.469
C -1.60460 -8.73421 -3.05630 0.2 0.9 0.7 -0.327
C -1.05616 -5.86510 -0.64513 -0.4 0.8 -0.8 -0.168
Mg 0.46896 0.45439 1.37351 0.6 0.8 0.5 0.607
P -2.56634 5.52220 0.03985 1.3 -2.5 -0.3 0.354
C -1.10033 -4.72817 -1.39537 -0.1 -1.7 0.1 -0.447
C -0.84070 -3.42872 -0.84812 0.0 0.6 0.2 1.049
C -1.23772 -2.26140 -1.54036 0.2 0.0 0.5 -0.666
C -1.21624 -1.02282 -0.87648 -0.3 -0.4 -0.6 -0.397
C -0.66931 -1.01560 0.37749 -0.5 -0.9 -0.3 0.346
C -0.21032 -2.11027 1.07979 -0.1 -0.7 0.2 -1.079
C -0.26401 -3.34685 0.42632 0.0 0.8 0.1 -0.826
Br -1.19066 2.16549 1.65945 0.4 -0.4 0.1 -0.255
H -0.89823 -5.83677 0.43889 0.0 0.0 -0.5 0.209
H -1.44670 -4.77774 -2.43314 0.3 0.0 0.4 0.282
H -1.91786 -8.07254 0.69752 0.1 0.0 0.0 0.357
H -0.97869 -6.67259 -3.30674 0.0 -0.3 0.2 0.306
H -2.36802 -10.31201 -0.28285 0.0 0.1 -0.2 0.366
H -1.55383 -8.95370 -4.12599 -0.1 -0.1 0.4 0.356
H -1.59472 -2.35106 -2.57010 0.0 0.1 0.4 0.385
H 0.11856 -4.24209 0.91460 0.0 0.4 -0.1 0.318
H -1.61323 -0.12761 -1.35530 0.1 -0.2 0.2 0.757
H 0.19712 -2.06642 2.09126 -0.2 0.0 -0.2 0.370
P 1.92401 0.90975 -0.62041 0.1 -0.3 0.2 0.489
C -3.36149 4.24122 1.07640 -0.5 0.7 0.6 -0.213
C -4.85741 4.49110 1.25068 -0.3 0.1 0.0 -1.404
H -2.86665 4.25739 2.05924 -0.1 0.1 -0.4 0.497
H -3.18379 3.25407 0.61569 0.1 0.6 0.0 0.196
H -5.23921 3.87416 2.07210 0.0 0.1 -0.3 0.388
H -5.04120 5.54376 1.49353 -0.2 -0.3 0.0 0.381
H -5.40812 4.23480 0.33848 0.0 0.1 0.2 0.341
C -2.48791 4.73884 -1.61330 -0.8 0.7 -0.3 0.199
C -2.38945 5.77675 -2.74070 0.1 0.0 -0.2 -1.234
H -3.41876 4.15924 -1.71358 0.3 0.1 0.0 0.436
H -1.63374 4.04504 -1.60571 -0.2 0.2 0.2 -0.290
H -2.58392 5.29166 -3.70380 0.1 0.2 0.2 0.383
H -3.12894 6.57743 -2.61177 0.2 -0.2 -0.1 0.370
H -1.39470 6.23580 -2.78023 -0.2 -0.1 0.0 0.343
C -0.81425 5.71529 0.53215 -0.2 1.2 0.0 0.084
C -0.67245 6.70281 1.69621 0.2 0.1 0.2 -1.304
H -0.29241 6.11033 -0.35481 -0.1 -0.3 0.2 0.385
H -0.43148 4.71433 0.78685 -0.3 0.1 -0.2 -0.044
H 0.38379 6.81684 1.96656 -0.3 -0.1 0.0 0.369
H -1.05410 7.69634 1.42888 0.1 -0.3 0.0 0.382
H -1.21990 6.35323 2.57903 0.2 0.1 -0.1 0.348
C 3.30378 2.02073 -0.15064 0.0 0.1 0.3 -0.648
C 4.68813 1.68319 -0.69345 0.3 0.2 0.0 -1.264
H 3.30473 2.04550 0.95353 0.2 0.2 -0.4 0.410
H 2.99229 3.01648 -0.50103 0.1 -0.2 0.3 0.600
H 5.12794 0.80530 -0.20326 -0.2 0.2 -0.2 0.236
H 4.68281 1.52045 -1.77926 0.0 0.0 0.3 0.300
H 5.34797 2.53533 -0.49252 0.0 -0.2 -0.1 0.428
C 1.06429 1.80227 -1.97061 0.0 0.2 0.1 0.157
C 0.71522 0.96725 -3.19727 -0.1 0.1 -0.3 -1.362
H 1.72803 2.63816 -2.24069 -0.3 -0.2 -0.1 0.628
H 0.15766 2.22360 -1.50017 0.3 0.0 -0.3 -0.423
H 1.61613 0.63994 -3.73147 -0.3 0.0 0.2 0.366
H 0.11500 0.08364 -2.94388 0.2 0.2 -0.1 0.237
H 0.13155 1.58573 -3.88927 0.1 -0.2 0.1 0.420
C 2.62657 -0.60735 -1.35878 0.0 0.2 -0.4 -0.820
C 3.30022 -1.54865 -0.35707 0.2 -0.3 0.0 -1.139
H 3.33195 -0.27080 -2.13522 -0.2 -0.4 0.1 0.600
H 1.79257 -1.12585 -1.86287 0.3 0.3 0.2 0.431
H 3.10041 -2.58806 -0.65113 0.2 0.3 0.2 0.326
H 4.38976 -1.41089 -0.34869 -0.3 0.0 0.1 0.374
H 2.93671 -1.42784 0.67482 0.0 0.0 -0.3 0.132
C 2.82559 -0.93011 5.44173 -0.2 0.2 -0.5 -0.243
C 1.43588 -0.97379 5.37571 -0.5 0.1 -0.5 -0.823
C 0.78421 -0.57111 4.20231 0.8 0.2 0.1 0.002
N 1.47184 -0.11107 3.12593 0.3 -0.4 0.3 0.033
C 2.82847 -0.08756 3.17712 -0.5 -0.1 0.6 0.182
C 3.52488 -0.48231 4.32133 -0.1 0.1 -0.5 -0.966
H 3.35477 -1.24146 6.33660 -0.1 0.1 -0.1 0.424
H 0.82903 -1.31224 6.20744 0.1 0.0 0.0 0.416
H -0.30734 -0.60842 4.11430 0.4 0.1 0.1 0.453
H 3.35175 0.26403 2.27526 -0.3 -0.2 0.5 0.253
H 4.60763 -0.43643 4.29876 -0.1 0.0 0.1 0.443
```
Positions in Å, forces in eV/Å.